Record 1
C13H48N10O11 | ωB97M-V with the def2-TZVPD basis set

```
82
Properties=species:S:1:pos:R:3:forces:R:3
N -8.1850 -18.9030 -23.2340 0.180 -2.997 1.708
C -8.1170 -18.5520 -24.5020 -2.761 -2.087 -5.933
N -7.4280 -17.4280 -24.5680 1.094 2.952 -1.503
O -8.7690 -19.2150 -25.5820 3.575 3.506 6.124
H -8.5810 -19.8290 -23.1330 0.016 -0.051 0.734
H -7.4540 -18.6330 -22.5580 -0.616 -0.246 -0.880
H -7.5440 -16.8330 -25.3680 -0.054 -0.330 -0.609
H -7.3350 -16.7750 -23.7740 -0.335 -1.037 -0.261
N -14.5710 -17.2350 -19.2330 -2.041 -2.186 0.364
C -13.3710 -16.7370 -19.3370 2.378 2.581 -4.577
N -12.9670 -16.1870 -18.1920 3.292 1.998 1.794
O -12.6970 -16.5680 -20.5720 -3.520 -1.938 6.908
H -14.8570 -17.8300 -19.9880 -0.546 0.580 -0.512
H -14.9960 -17.5710 -18.3340 0.932 0.842 -1.184
H -12.0170 -15.7130 -18.2670 -1.999 -0.785 0.425
H -13.5490 -15.9950 -17.3170 1.103 -0.593 -2.248
N -15.3530 -19.6770 -20.1940 -0.334 0.398 -1.177
C -16.1000 -20.5350 -19.5340 -8.133 1.177 -0.111
N -15.4840 -21.3710 -18.7450 0.565 -3.245 2.949
O -17.5030 -20.4200 -19.5950 6.874 -0.964 0.254
H -15.9100 -19.1320 -20.8530 0.908 0.036 -0.054
H -14.3500 -19.6120 -20.0180 -0.667 -0.235 -0.710
H -15.9910 -22.0620 -18.1450 0.015 1.351 -1.255
H -14.4610 -21.5590 -18.6750 -2.380 0.527 -0.931
N -11.0940 -15.2230 -22.0490 -0.616 5.139 -3.057
C -10.1690 -15.7880 -22.8200 3.795 2.863 -2.719
N -9.7770 -16.9470 -22.3010 1.572 -2.236 -1.055
O -9.5110 -15.1520 -23.8290 -3.091 -2.891 4.067
H -11.3650 -14.2500 -22.4660 0.339 -2.599 1.431
H -11.7070 -15.7240 -21.4430 -0.396 -0.137 0.689
H -9.1710 -17.6120 -22.8670 -1.588 1.365 1.266
H -10.3770 -17.4190 -21.6310 0.107 0.153 -0.245
N -12.9970 -21.8500 -18.1640 1.075 -0.102 1.036
C -12.6660 -21.3180 -19.3440 1.412 -2.921 -5.762
N -12.6160 -19.9710 -19.3690 -0.674 0.361 2.603
O -12.5180 -22.1460 -20.4300 -0.325 4.373 5.424
H -13.0480 -22.8440 -18.2090 -0.216 -0.577 0.596
H -13.3820 -21.2610 -17.4260 0.619 -0.778 0.022
H -12.2240 -19.5080 -20.1650 0.721 0.452 -0.987
H -12.7850 -19.4230 -18.4680 0.685 -1.181 -1.924
C -17.9120 -17.4750 -20.9170 -1.134 0.837 -0.811
C -16.9270 -16.6810 -21.7510 -1.318 -1.916 -1.102
O -15.7510 -17.4480 -21.8960 -0.226 0.048 0.449
H -18.9120 -16.9670 -21.0670 0.841 -0.829 0.364
H -17.6370 -17.3740 -19.8820 -0.048 -0.262 0.587
H -17.9670 -18.5520 -21.1910 -0.041 0.839 0.162
H -16.7770 -15.7110 -21.3880 0.679 1.454 1.184
H -17.3290 -16.4880 -22.7450 -0.277 -0.254 -0.328
H -15.1870 -16.8530 -22.3810 1.362 0.166 -0.639
C -12.1800 -18.4700 -23.8230 -1.016 -1.332 -1.427
C -12.5750 -19.0080 -22.5130 0.597 -1.936 -0.667
O -11.4440 -19.2160 -21.6980 0.262 0.086 0.996
H -11.3450 -18.9910 -24.2490 0.384 -0.821 -0.334
H -11.8190 -17.4970 -23.8530 0.303 2.034 0.163
H -13.0520 -18.6000 -24.4750 0.292 0.348 -0.259
H -13.0890 -19.9650 -22.6410 -0.002 -0.143 -0.122
H -13.2630 -18.4050 -22.0290 -1.108 1.439 1.208
H -10.9880 -20.0050 -22.0170 0.258 -0.115 0.150
C -10.0040 -21.8520 -23.5760 -0.283 -2.538 -2.516
O -9.5310 -21.1480 -22.4980 1.605 -0.638 2.401
H -10.4920 -22.7480 -23.1460 -0.469 0.365 -0.774
H -9.1480 -22.2630 -24.2070 -0.995 0.752 0.446
H -10.6680 -21.2480 -24.2250 0.394 -0.340 0.533
H -9.0670 -21.8840 -22.0040 -0.574 1.769 -0.137
C -13.5540 -15.4040 -24.3850 -0.405 0.474 -2.487
O -13.8190 -15.9860 -23.1490 0.402 -0.258 0.437
H -13.7420 -16.1250 -25.2510 -0.003 0.921 0.995
H -12.5220 -15.1090 -24.4590 0.727 -0.032 -0.025
H -14.0850 -14.4360 -24.5830 -0.149 -1.075 0.511
H -12.9920 -16.4750 -22.9580 -0.956 0.387 0.443
C -10.6850 -16.4620 -26.8200 -1.999 -2.808 2.018
O -10.2180 -15.3860 -27.4620 2.995 2.492 -1.595
H -11.8090 -16.4400 -26.6390 1.205 0.188 -0.806
H -10.2990 -16.5920 -25.8020 0.287 0.137 0.031
H -10.3920 -17.3350 -27.3910 -0.485 -0.799 0.119
H -9.2390 -15.5770 -27.6140 -2.043 0.771 0.195
C -9.4350 -21.4850 -18.7430 -1.178 0.423 0.333
O -9.2370 -22.8310 -18.4560 1.491 -0.286 0.256
H -8.4870 -21.0450 -18.6200 1.176 0.849 0.040
H -10.0950 -21.0650 -17.9550 0.053 0.232 -0.679
H -9.8020 -21.2700 -19.7670 -0.057 -0.167 0.548
H -9.9750 -23.3230 -18.7320 -1.511 -1.000 -0.562
```
Positions in Å, forces in eV/Å.

The net charge is 0. For the HOMO energy, the calculation gives -0.32750 Eh. The energy relative to the best compared isomer or geometry (same formula, charge and spin) is 164.9 kcal/mol. The frontier orbital gap is 8.4 eV.

Record 2
C13H52F2InNO17S2 | ωB97M-V with the def2-TZVPD basis set

```
88
Properties=species:S:1:pos:R:3:forces:R:3
In 3.8330 5.9831 -2.0444 0.066 -0.023 0.041
N 0.8990 1.0973 -0.6256 -5.055 1.012 -1.160
S 1.2713 -0.3296 -0.3317 8.608 -5.571 2.187
O 1.3668 -1.2324 -1.4669 -0.882 0.975 1.316
O 0.9613 -0.8428 0.9877 -0.861 0.115 -1.590
F 2.7855 0.0628 -0.0925 0.466 -0.318 -0.182
S -0.7665 0.5822 -0.7276 -5.772 3.535 -1.495
O -1.3829 0.4868 0.5636 1.110 -0.328 -0.666
O -1.2116 -0.2915 -1.7960 1.695 0.897 1.632
F -1.2980 1.9964 -1.2184 0.668 -0.325 -0.049
C -8.0559 2.0646 2.9953 -0.670 -0.037 -0.476
O -9.3842 2.0747 2.4277 1.030 -0.047 0.559
H -7.5417 1.1175 2.8321 -0.223 -0.481 0.092
H -7.3949 2.7779 2.5029 -0.158 0.483 0.179
H -8.1549 2.2419 4.0662 0.049 0.093 -0.213
H -9.3037 2.1709 1.4760 -0.031 -0.008 -0.142
C -5.4060 1.2381 -6.9000 -0.320 -0.245 0.760
O -6.5086 0.3548 -6.8274 -0.555 0.376 -0.683
H -5.7133 2.2156 -7.2718 -0.282 -0.314 -0.237
H -5.1327 1.3942 -5.8565 0.766 0.218 0.142
H -4.5730 0.8488 -7.4854 0.053 -0.047 0.036
H -6.2564 -0.5418 -6.5949 0.335 -0.012 -0.021
C -1.6341 1.6334 6.4413 0.463 0.420 0.074
O -1.5163 2.0472 7.7984 -0.320 -0.496 -0.182
H -0.6410 1.3109 6.1287 0.007 -0.188 -0.471
H -2.3443 0.8264 6.2606 -0.048 0.161 0.555
H -1.9192 2.5171 5.8704 -0.127 -0.103 -0.477
H -0.7704 2.6505 7.7631 0.030 0.199 0.496
C -7.1406 -3.4874 -0.3072 -0.278 0.880 0.256
O -6.5383 -4.6151 -0.8256 0.611 -0.909 -0.652
H -6.8672 -3.3995 0.7443 -0.346 0.178 0.407
H -6.7646 -2.5876 -0.7942 0.016 -0.148 -0.204
H -8.2183 -3.5666 -0.4496 -0.170 0.375 0.304
H -7.0770 -5.3519 -0.5281 0.168 -0.376 -0.129
C -2.5509 -6.0858 2.9735 0.422 -0.645 -1.427
O -1.6733 -7.2202 3.0172 -0.465 0.761 0.310
H -3.5878 -6.4219 2.9707 -0.238 0.068 0.656
H -2.3157 -5.3175 3.7100 -0.151 -0.143 0.190
H -2.4375 -5.6853 1.9661 0.258 0.271 0.120
H -1.7709 -7.5891 3.8982 0.174 -0.307 0.146
C 1.2568 -3.0682 9.1065 -0.094 0.526 0.370
O 2.4351 -2.8771 9.8277 0.962 0.268 0.651
H 1.4194 -2.6567 8.1103 -0.232 -0.492 -0.506
H 1.0587 -4.1387 9.1595 -0.442 0.130 -0.533
H 0.4882 -2.4457 9.5646 -0.523 -0.446 -0.130
H 2.2931 -2.1268 10.4095 0.333 0.025 0.140
C 1.6247 -1.7236 -8.3891 -0.223 -1.174 -2.338
O 1.4247 -1.1273 -7.1980 -0.006 1.439 2.130
H 2.6087 -2.1753 -8.5152 0.246 -0.104 0.093
H 0.8752 -2.5070 -8.5017 -0.040 -0.504 -0.379
H 1.4669 -1.0423 -9.2252 0.037 0.277 0.268
H 1.5938 -1.7749 -6.5098 -0.014 0.061 0.243
C 4.1316 4.0370 4.2129 0.207 0.777 0.109
O 4.9866 4.8241 3.3547 -0.144 -0.915 0.064
H 3.3751 3.5430 3.6032 -0.062 0.364 0.011
H 4.6101 3.2529 4.7998 0.538 -0.014 -0.264
H 3.7260 4.7456 4.9350 -0.634 -0.275 0.029
H 5.7839 5.0207 3.8520 0.080 0.072 -0.010
C 7.0123 -1.8738 5.7485 -0.419 -0.223 -0.221
O 6.8359 -1.4570 7.0943 0.036 0.520 -0.617
H 7.6527 -2.7554 5.7233 0.280 0.046 -0.211
H 6.0993 -2.1331 5.2124 -0.545 -0.339 0.473
H 7.3720 -1.0766 5.0979 0.665 0.192 0.673
H 6.1945 -2.0121 7.5439 -0.032 -0.210 -0.089
C -2.8269 8.3751 -4.4367 -1.130 1.497 0.139
O -1.5217 8.5909 -3.9434 0.688 -1.044 -0.044
H -3.5045 8.9883 -3.8426 -0.350 -0.112 0.123
H -2.9755 8.7415 -5.4524 0.351 -0.159 -0.276
H -3.2225 7.3607 -4.3873 0.842 -0.189 0.232
H -1.3762 9.5154 -3.7295 -0.363 -0.002 -0.156
C 6.7893 -0.6015 -4.4589 1.515 -0.290 -0.114
O 6.1853 0.6744 -4.4864 -0.345 -0.221 -0.098
H 6.9821 -0.9842 -3.4567 -0.738 0.124 0.050
H 6.3137 -1.3224 -5.1239 -0.417 -0.163 0.340
H 7.7938 -0.4742 -4.8624 0.340 -0.205 -0.129
H 6.3000 0.8670 -5.4199 -0.374 0.783 -0.047
C -4.3360 -4.8779 -6.5995 0.664 -0.237 -0.647
O -5.6098 -4.6847 -6.0634 -0.336 -0.044 -0.132
H -3.6622 -4.0811 -6.2845 0.257 0.027 -0.015
H -3.8923 -5.8445 -6.3606 0.044 -0.198 0.657
H -4.3530 -4.9356 -7.6878 -0.504 0.502 -0.008
H -5.5153 -4.6084 -5.1111 -0.119 -0.039 0.174
C 9.7628 2.7063 -0.1578 0.939 0.841 0.970
O 9.3286 3.6777 -1.0837 -0.681 -0.152 -0.744
H 10.3208 1.8625 -0.5638 -0.488 -0.194 -0.328
H 10.4725 3.2272 0.4849 0.194 -0.240 0.456
H 8.9334 2.4173 0.4877 -0.062 -0.221 -0.400
H 10.0238 3.8314 -1.7275 0.056 -0.009 0.036
```
Positions in Å, forces in eV/Å.

The net charge is +2. For the HOMO energy, the calculation gives -0.48724 Eh. The energy relative to the best compared isomer or geometry (same formula, charge and spin) is 78.8 kcal/mol. The frontier orbital gap is 1.2 eV.